(1)
A structure of composition C30H22F2N2NiPS in a non-equilibrium geometry. Source: the Open Molecules 2025 dataset; level of theory: the ωB97M-V functional and the def2-TZVPD basis.

```
! wB97M-V def2-TZVPD RIJCOSX def2/J DEFGRID3
* xyz 0 2
Ni 0.4526 0.5633 0.0930
S 1.6490 -1.4031 -2.4027
P 0.2689 -0.3338 2.1782
F 0.9486 5.5830 -0.8777
F 3.2750 4.2430 2.9425
N -0.1900 1.6218 -1.5687
N -0.8192 -2.6709 0.3074
C 2.2853 2.5878 1.5923
C -0.8705 1.8603 -3.8444
C 1.5132 2.2314 0.4924
C 4.2599 -1.1339 2.4465
C 4.5412 -1.0581 3.8023
C 1.9468 -0.5784 2.8867
C -1.3121 -4.1657 2.1149
C -0.6148 0.7661 3.3358
C -2.7283 1.4955 4.2417
C -0.4906 -1.9519 2.6164
C 2.2372 -0.5185 4.2473
C 1.2725 -0.6317 -1.1057
C -1.1376 -3.4631 4.4036
C 0.3979 3.5842 -2.7943
C -0.6504 -2.2457 3.9740
C -1.4563 -4.4318 3.4579
C -2.0760 2.4654 4.9912
C 1.3932 4.5760 -0.0847
C 2.5601 3.9206 1.8445
C -0.7010 2.6036 4.8911
C -0.8474 -2.9210 1.6597
C 0.0288 1.7663 4.0586
C 2.1089 4.9408 1.0337
C 3.5275 -0.7534 4.6980
C -2.0043 0.6525 3.4165
C -0.8222 1.1704 -2.6539
C 2.9715 -0.8963 1.9955
C 1.0966 3.2509 -0.3952
C 0.3986 2.8371 -1.6152
C -0.2261 3.0898 -3.9206
H -3.8039 1.3940 4.3108
H -2.5102 -0.1100 2.8367
H 2.6993 1.8536 2.2719
H -1.3055 0.2057 -2.5595
H -0.3871 -1.4993 4.7115
H -2.6358 3.1168 5.6500
H 2.7557 -0.9265 0.9400
H 5.5495 -1.2306 4.1562
H 5.0405 -1.3662 1.7334
H -1.2627 -3.6626 5.4596
H -1.8259 -5.4000 3.7711
H -0.7664 -3.4654 -0.3065
H 2.3103 5.9775 1.2623
H 0.8942 4.5418 -2.8166
H 1.4665 -0.2716 4.9659
H 3.7449 -0.7016 5.7574
H -0.2061 3.6449 -4.8490
H -1.5650 -4.9251 1.3831
H -1.3934 1.4459 -4.6949
H -0.3133 -1.8593 -0.0101
H -0.1881 3.3664 5.4632
H 1.0984 1.8983 3.9737
*
```

molar mass: 570.25 g/mol
E_HOMO (alpha / beta): -7.34 / -7.16 eV
energy above the lowest of the compared OMol25 structures with the same formula, charge and spin: 11.11 kcal/mol
⟨S²⟩: 0.80
F_max: 1.60 eV/Å
energy: -3713.44677 a.u.



(2)
A structure of composition C30H22N6OPPtS in a non-equilibrium geometry. Source: the Open Molecules 2025 dataset; level of theory: the ωB97M-V functional and the def2-TZVPD basis.

```
! wB97M-V def2-TZVPD RIJCOSX def2/J DEFGRID3
* xyz 3 1
Pt -0.2643 0.3386 -0.1584
S 2.5512 -4.1922 -5.6185
P -0.6525 1.1000 2.0375
O -2.8306 -0.7317 0.1103
N -2.1084 -0.0428 -0.3520
N 0.1220 0.1768 -2.2790
N 1.8808 -2.7388 -5.7149
N 2.5066 -4.4210 -4.0319
N 1.7196 1.0871 0.3212
N 0.7976 -1.6488 -0.4449
C 1.0245 1.0749 2.6774
C 1.0519 -2.5460 0.5025
C 3.3630 0.8647 2.1578
C -1.2151 2.7926 1.9072
C 1.5938 -2.3706 -4.4794
C 1.9507 -4.0728 -1.0978
C -2.0943 4.7742 2.9372
C 0.4970 -0.1592 -4.9910
C 3.6511 0.8667 3.5190
C 0.9438 -1.1365 -4.0932
C -1.7375 0.1776 3.0930
C -3.0872 0.5457 3.1794
C 1.3154 1.1136 4.0383
C 1.6256 -3.7799 0.2080
C -3.9352 -0.1665 4.0098
C 2.6362 1.0158 4.4550
C -1.5990 4.7687 0.5749
C 0.7247 -0.9376 -2.7334
C -1.6753 3.4592 3.0447
C 1.6856 -3.1298 -2.0994
C -2.0585 5.4258 1.7086
C 1.0893 -1.9235 -1.7389
C -0.3012 1.1096 -3.1322
C 1.9551 -3.3417 -3.5072
C -2.1136 -1.6266 4.6377
C -0.1320 0.9697 -4.5053
C -1.2561 -0.9291 3.8073
C -1.1677 3.4573 0.6749
C 2.0510 0.9978 1.7499
C -3.4521 -1.2554 4.7274
H 0.7953 -2.2797 1.5199
H 4.1646 0.7779 1.4321
H -3.4696 1.3851 2.6107
H -4.9749 0.1205 4.0958
H -2.4491 5.2987 3.8142
H 2.3980 -5.0209 -1.3709
H 1.7384 2.0642 0.0267
H 2.4400 0.6128 -0.2201
H -1.7425 -2.4567 5.2241
H -0.7842 1.9877 -2.7212
H 4.6784 0.7650 3.8428
H -0.8039 2.9419 -0.2107
H 1.8013 -4.4884 1.0056
H -1.5918 5.2799 -0.3785
H -0.2158 -1.2235 3.7333
H -0.4982 1.7411 -5.1686
H -4.1256 -1.8283 5.3514
H -2.3904 6.4530 1.6338
H -1.6932 2.9626 4.0075
H 0.6450 -0.3109 -6.0535
H 0.5203 1.2024 4.7685
H 2.8685 1.0270 5.5113
*
```

molar mass: 740.67 g/mol
E_HOMO (alpha / beta): -17.02 / -17.02 eV
energy above the lowest of the compared OMol25 structures with the same formula, charge and spin: 29.22 kcal/mol
F_max: 2.06 eV/Å
energy: -2418.07269 a.u.



(3)
A structure of composition C30H23AuN4O2. Source: the Open Molecules 2025 dataset; level of theory: the ωB97M-V functional and the def2-TZVPD basis.

```
! wB97M-V def2-TZVPD RIJCOSX def2/J DEFGRID3
* xyz 2 1
Au -0.4187 -0.4134 -0.8844
O 1.1420 -3.7908 -2.4405
O -3.5086 1.4623 -2.6721
N -1.2024 -1.1830 -2.6004
N 2.4811 2.3976 5.2682
N -1.8689 0.9471 -1.2769
N 0.7364 -2.0626 -1.1177
C -2.4443 3.4806 1.4122
C -2.3280 2.2509 -0.7435
C -2.5552 0.6603 -2.3402
C 3.6381 -2.2584 1.2204
C 1.4607 1.4093 3.1031
C 0.4474 -2.7339 -2.1898
C 5.0907 -0.3667 0.9322
C 4.7149 -1.4950 1.6457
C 2.0286 1.9592 4.3079
C -3.0543 2.4034 3.4712
C 0.3719 0.3554 0.7936
C -2.5789 2.2730 0.7395
C -1.1763 -2.8557 -4.2351
C -2.7979 -1.0466 -4.3053
C 0.9315 0.1212 3.1110
C 1.8018 -2.7737 -0.3735
C -3.1857 1.1958 2.8009
C 1.4431 2.1682 1.9354
C -2.2551 -2.2137 -4.8441
C -2.2231 -0.5515 -3.1492
C 0.3911 -0.4073 1.9501
C 0.8916 1.6395 0.7798
C -3.6000 2.4756 -1.5970
C -2.9529 1.1315 1.4346
C 3.3263 -0.7770 -0.6471
C -0.6679 -2.2904 -3.0802
C 4.3960 -0.0069 -0.2137
C 2.9447 -1.9023 0.0708
C 2.2025 -3.8531 -1.4100
C -2.6901 3.5466 2.7753
H -0.0244 -1.4094 1.9758
H -2.5885 4.4890 3.2969
H -2.1416 4.3730 0.8737
H 2.7955 -0.4974 -1.5530
H 3.3348 -3.1308 1.7905
H -3.0720 0.1855 0.9133
H 3.1424 -3.6250 -1.9049
H -4.5127 2.2724 -1.0435
H 1.8583 3.1671 1.9348
H -3.6354 -0.5425 -4.7695
H 0.8900 2.2426 -0.1223
H 5.2565 -1.7756 2.5392
H 5.9266 0.2317 1.2689
H -0.7498 -3.7624 -4.6435
H -3.4744 0.3048 3.3431
H 2.2204 -4.8622 -1.0144
H 1.3335 -3.2273 0.5010
H -3.2374 2.4551 4.5362
H -1.5590 2.9846 -0.9893
H 0.9449 -0.4623 4.0219
H -3.6531 3.4513 -2.0657
H -2.6789 -2.6295 -5.7489
H 4.6919 0.8717 -0.7718
*
```

molar mass: 668.51 g/mol
E_HOMO: -14.23 eV
energy above the lowest of the compared OMol25 structures with the same formula, charge and spin: 8.51 kcal/mol
F_max: 0.80 eV/Å
energy: -1661.62962 a.u.